Entry 1:
Below is a cluster of 9 separate species, C41H61BrO10 in total in a non-equilibrium geometry, with properties calculated with ωB97M-V with the def2-TZVPD basis set.

Structure (SMILES): O=C1c2ccccc2C(=O)c2cc(CCCBr)ccc21.CC(C)=O.CC(C)=O.CC(C)=O.CC(C)=O.CC(C)=O.CC(C)=O.CC(C)=O.CC(C)=O
Maximum force: 4.27 eV/Å
Highest occupied orbital energy: -8.48 eV

Geometry as ORCA input:
```
! wB97M-V def2-TZVPD RIJCOSX def2/J DEFGRID3
* xyz 0 1
O -2.277 -2.889 -2.887
C -2.422 -1.703 -2.511
C -1.186 -0.728 -2.155
C 0.068 -0.710 -3.050
C 1.216 0.254 -2.654
C 1.051 1.102 -1.365
C -0.221 1.082 -0.454
C -1.381 0.153 -0.872
C -2.782 0.039 -0.082
O -2.877 0.034 1.167
C -4.067 -0.120 -1.047
C -5.419 0.587 -0.815
C -6.577 0.341 -1.845
C -8.001 1.026 -1.612
C -9.250 0.162 -2.127
C -9.215 -1.389 -1.712
Br -10.698 -1.936 -0.495
C -6.344 -0.573 -3.101
C -4.983 -1.283 -3.329
C -3.872 -1.027 -2.293
H 0.066 -1.381 -3.978
H 2.139 0.301 -3.329
H 1.931 1.792 -1.102
H -0.294 1.740 0.481
H -5.540 1.273 0.095
H -7.997 2.044 -2.148
H -8.112 1.237 -0.488
H -10.197 0.617 -1.667
H -9.345 0.242 -3.269
H -8.227 -1.746 -1.273
H -9.371 -1.994 -2.682
H -7.218 -0.711 -3.817
H -4.849 -1.948 -4.242
C 4.442 5.291 -0.593
C 3.404 4.400 -1.221
C 2.064 5.012 -1.535
O 3.638 3.230 -1.465
H 5.355 4.719 -0.423
H 4.671 6.124 -1.261
H 4.079 5.665 0.367
H 2.187 5.832 -2.246
H 1.596 5.373 -0.617
H 1.417 4.254 -1.984
C -11.467 -5.724 -0.716
C -10.340 -5.753 -1.715
C -9.850 -7.103 -2.167
O -9.845 -4.726 -2.139
H -11.716 -4.688 -0.482
H -12.350 -6.210 -1.138
H -11.162 -6.228 0.203
H -10.661 -7.649 -2.653
H -9.473 -7.667 -1.312
H -9.037 -6.971 -2.885
C 1.573 -2.776 0.059
C 2.912 -2.254 -0.390
C 4.021 -2.228 0.626
O 3.088 -1.867 -1.531
H 0.870 -2.737 -0.776
H 1.670 -3.814 0.386
H 1.187 -2.158 0.872
H 4.227 -3.242 0.979
H 3.743 -1.585 1.464
H 4.926 -1.827 0.163
C 3.367 -5.480 3.980
C 4.705 -4.959 3.531
C 5.815 -4.934 4.548
O 4.884 -4.572 2.390
H 2.664 -5.440 3.145
H 3.464 -6.518 4.306
H 2.981 -4.862 4.793
H 6.019 -5.948 4.900
H 5.537 -4.291 5.386
H 6.720 -4.535 4.086
C -4.547 -0.254 3.659
C -5.502 -0.142 4.817
C -5.189 -0.943 6.054
O -6.490 0.567 4.756
H -4.896 0.375 2.839
H -3.554 0.086 3.962
H -4.502 -1.289 3.312
H -4.226 -0.633 6.463
H -5.174 -2.008 5.813
H -5.962 -0.765 6.805
C 7.322 8.086 -2.933
C 7.828 7.482 -1.651
C 9.320 7.367 -1.480
O 7.061 7.101 -0.784
H 6.231 8.106 -2.919
H 7.688 9.107 -3.032
H 7.649 7.482 -3.783
H 9.775 8.359 -1.515
H 9.736 6.732 -2.265
H 9.539 6.915 -0.511
C 6.963 12.297 -3.247
C 5.926 11.403 -3.875
C 4.587 12.013 -4.192
O 6.162 10.233 -4.116
H 7.877 11.725 -3.073
H 7.192 13.128 -3.916
H 6.598 12.672 -2.288
H 4.711 12.831 -4.904
H 4.117 12.376 -3.276
H 3.941 11.254 -4.640
C 5.954 -9.423 4.178
C 4.992 -9.310 5.332
C 5.297 -10.111 6.569
O 4.007 -8.599 5.265
H 5.609 -8.793 3.356
H 6.946 -9.085 4.487
H 5.999 -10.458 3.832
H 6.260 -9.803 6.984
H 5.313 -11.176 6.329
H 4.521 -9.932 7.316
*
```

Here are the Mulliken charges for atoms 1 to 99, given in e: -0.57, -0.14, 0.52, -0.50, -0.52, -0.23, -0.87, 0.60, 0.13, -0.46, 0.66, -0.72, 0.49, -0.67, -0.69, -0.49, -0.21, -0.33, -0.86, 0.49, 0.32, 0.35, 0.47, 0.31, 0.27, 0.31, 0.30, 0.44, 0.30, 0.43, 0.26, 0.23, 0.34, -0.93, 0.91, -1.04, -0.56, 0.28, 0.12, 0.35, 0.34, 0.31, 0.25, -0.88, 0.78, -1.10, -0.48, 0.11, 0.32, 0.31, 0.32, 0.32, 0.29, -0.95, 0.83, -0.90, -0.55, 0.15, 0.39, 0.30, 0.20, 0.30, 0.33, -0.74, 0.88, -1.09, -0.61, 0.19, 0.12, 0.33, 0.22, 0.34, 0.31, -0.70, 0.72, -1.09, -0.57, 0.10, 0.32, 0.32, 0.30, 0.31, 0.31, -0.74, 0.87, -1.15, -0.54, 0.21, 0.07, 0.35, 0.32, 0.33, 0.31, -1.09, 0.87, -1.14, -0.53, 0.25, 0.34



Entry 2:
Below is a cluster of 10 separate species, C41H62BN9O in total in a non-equilibrium geometry, with properties calculated with ωB97M-V with the def2-TZVPD basis set.

Relative energy (zero: lowest compared OMol25 entry of this formula, charge and spin): 2.395 eV
Maximum force: 13.03 eV/Å
Highest occupied orbital energy: -7.23 eV

Geometry as ORCA input:
```
! wB97M-V def2-TZVPD RIJCOSX def2/J DEFGRID3
* xyz 0 1
C 0.021 -2.106 2.251
C 0.058 -0.734 1.575
C 1.401 -0.106 1.782
C 1.826 1.045 0.825
C 1.584 0.586 -0.609
C 0.183 0.042 -0.938
N -0.277 -0.855 0.174
O -1.104 -1.769 -0.164
C 0.440 -0.906 -2.184
C -0.885 1.049 -1.187
C -1.126 0.151 2.285
H 0.784 -2.638 2.111
H -0.954 -2.831 2.161
H 0.051 -1.947 3.373
H 2.205 -0.883 1.689
H 1.542 0.207 2.797
H 2.789 1.357 1.087
H 1.323 1.878 0.953
H 2.205 -0.092 -1.039
H 1.694 1.331 -1.090
H 1.041 -1.816 -1.941
H 0.742 -0.322 -2.936
H -0.422 -1.565 -2.554
H -0.852 1.592 -0.291
H -1.774 0.556 -1.306
H -0.650 1.774 -2.054
H -0.776 0.384 3.271
H -2.114 -0.052 2.380
H -1.091 1.124 1.761
B 3.596 -3.615 0.596
H 4.171 -2.901 1.388
H 4.400 -3.937 -0.402
H 3.116 -4.655 1.158
H 2.591 -2.973 0.208
N 4.671 -1.136 -1.353
C 5.365 0.021 -1.011
C 5.362 0.849 -2.300
C 4.751 0.045 -3.458
C 4.271 -1.209 -2.644
H 4.459 -1.851 -0.596
H 5.888 0.195 0.009
H 5.798 1.816 -2.165
H 4.404 0.256 -4.397
H 3.712 -2.030 -3.075
N -3.905 1.082 6.823
C -2.915 0.037 6.886
C -2.706 -0.198 5.351
C -3.627 0.584 4.586
C -4.379 1.468 5.576
H -4.371 1.289 7.581
H -2.563 -0.704 7.649
H -2.052 -0.954 5.055
H -3.807 0.542 3.520
H -5.242 2.099 5.553
N -2.277 -4.821 4.201
C -3.699 -4.783 4.311
C -3.899 -4.495 5.716
C -2.698 -3.933 6.298
C -1.635 -4.265 5.328
H -1.924 -5.161 3.222
H -4.089 -5.523 3.404
H -4.847 -4.425 6.200
H -2.578 -3.574 7.248
H -0.651 -3.954 5.342
N 1.739 -3.664 -4.828
C 2.791 -3.060 -5.474
C 2.382 -1.886 -6.230
C 0.899 -1.671 -5.979
C 0.600 -2.863 -5.036
H 1.663 -4.370 -4.096
H 3.720 -3.576 -5.469
H 2.717 -1.181 -6.998
H 0.285 -0.921 -6.395
H -0.279 -3.218 -4.423
N -3.874 -3.355 -4.213
C -3.666 -1.948 -4.444
C -3.445 -1.211 -3.168
C -3.696 -2.330 -2.069
C -3.831 -3.659 -2.829
H -4.041 -3.739 -5.145
H -3.562 -1.535 -5.565
H -3.493 -0.178 -3.034
H -3.759 -2.110 -0.886
H -3.933 -4.594 -2.378
N 1.066 3.342 4.329
C 1.690 4.045 3.393
C 3.082 3.513 3.393
C 3.097 2.172 4.162
C 1.732 2.240 4.727
H -0.011 3.496 4.600
H 1.210 4.990 3.007
H 3.916 3.912 2.937
H 4.064 1.464 4.411
H 1.165 1.662 5.468
N 1.915 1.432 -5.030
C 0.997 1.873 -5.948
C 0.381 3.146 -5.301
C 0.985 3.340 -3.871
C 2.027 2.179 -3.743
H 2.371 0.649 -5.260
H 0.745 1.383 -6.948
H -0.149 3.708 -5.893
H 0.748 4.049 -3.099
H 2.625 1.813 -3.094
N -2.729 7.338 -1.051
C -2.799 6.710 0.184
C -2.138 5.388 0.244
C -1.626 5.219 -1.211
C -2.139 6.554 -1.956
H -3.257 8.337 -1.403
H -3.521 7.261 0.971
H -2.058 4.815 1.145
H -1.070 4.426 -1.537
H -2.058 6.938 -2.936
*
```

Here are the Mulliken charges for atoms 1 to 99, given in e: -2.16, 1.55, -1.31, -2.03, -2.64, 2.64, 1.18, -0.41, -1.77, -2.24, -1.86, 1.10, 0.12, 0.36, 0.15, 0.66, 0.83, 0.78, 0.30, 1.60, 0.58, 0.53, -0.01, 0.71, 0.44, 0.16, 0.35, 0.83, 0.15, 0.24, -0.26, -0.22, -0.20, -0.40, 0.16, -0.34, -0.74, -1.19, -0.25, 0.05, 0.35, 0.39, 0.88, 0.56, -0.03, -0.72, -0.26, -0.45, -0.58, 0.16, 0.32, 0.79, 0.47, 0.42, -0.07, -0.26, -0.65, -0.39, -0.67, 0.31, 0.25, 0.38, 0.62, 0.53, 0.05, -1.08, -0.14, -0.30, -0.69, 0.31, 0.49, 0.49, 0.47, 0.48, -0.07, -0.60, -0.36, -0.08, -0.67, 0.28, 0.25, 0.62, 0.23, 0.47, 0.00, -0.50, -0.60, -0.37, -0.53, 0.33, 0.41, 0.52, 0.28, 0.50, 0.18, -0.16, -1.08, -0.88, -0.56



Entry 3:
Below is a structure of composition C41H62Br2N4O5PSSbSi3Ti in a non-equilibrium geometry, with properties calculated with ωB97M-V with the def2-TZVPD basis set.

Maximum force: 2.68 eV/Å
Highest occupied orbital energy (spin up / spin down): 0.54 / -2.17 eV

Geometry as ORCA input:
```
! wB97M-V def2-TZVPD RIJCOSX def2/J DEFGRID3
* xyz -2 3
Ti -0.305 -0.140 0.012
C 3.949 1.500 1.249
C 3.984 0.580 0.061
C 5.196 0.258 -0.507
C 5.253 -0.669 -1.553
C 4.064 -1.279 -1.979
C 4.002 -2.286 -2.959
Br 5.607 -2.910 -3.802
C 2.817 -2.881 -3.345
C 1.645 -2.403 -2.803
Br 0.065 -3.391 -3.222
C 1.577 -1.346 -1.869
O 0.396 -0.840 -1.487
C 2.827 -0.828 -1.386
N 2.805 0.103 -0.400
H 4.942 1.567 1.697
H 3.245 1.117 1.990
H 3.632 2.502 0.958
H 6.107 0.718 -0.140
H 6.198 -0.947 -1.996
H 2.802 -3.705 -4.043
C -0.890 -0.129 -4.053
Sb -2.036 1.239 -2.828
C -2.176 0.090 -1.004
C -2.367 -1.354 -1.239
C -3.107 -1.956 -2.266
C -3.330 -3.320 -2.230
C -2.820 -4.062 -1.172
C -2.048 -3.407 -0.225
N -1.811 -2.102 -0.262
Si -3.699 0.615 -0.014
C -3.593 2.276 0.904
C -4.371 -0.747 1.128
C -5.177 0.856 -1.227
C -0.492 2.845 -2.401
C 0.087 2.885 -1.001
C 0.642 4.096 -0.587
C 1.065 4.333 0.708
C 0.984 3.258 1.591
C 0.561 2.052 1.118
N 0.083 1.811 -0.145
Si 0.889 2.841 -3.707
C 0.293 2.488 -5.491
C 1.686 4.561 -3.960
C 2.332 1.731 -3.269
Si -1.600 4.384 -2.684
C -3.155 4.387 -1.611
C -0.967 6.164 -2.373
C -2.137 4.499 -4.507
H -1.094 -1.113 -3.650
H 0.176 0.069 -4.005
H -1.228 -0.084 -5.088
H -3.513 -1.351 -3.068
H -3.901 -3.798 -3.017
H -3.002 -5.125 -1.096
H -1.612 -3.937 0.615
H -3.830 2.127 1.958
H -4.296 3.007 0.504
H -2.581 2.685 0.862
H -3.580 -1.454 1.375
H -5.192 -1.300 0.663
H -4.732 -0.324 2.068
H -4.970 1.617 -1.983
H -6.081 1.152 -0.689
H -5.388 -0.079 -1.754
H 0.723 4.885 -1.317
H 1.497 5.281 0.996
H 1.300 3.350 2.621
H 0.622 1.184 1.769
H 0.290 3.409 -6.076
H -0.713 2.068 -5.525
H 0.969 1.784 -5.980
H 0.965 5.299 -4.318
H 2.466 4.467 -4.719
H 2.153 4.957 -3.054
H 2.046 0.682 -3.212
H 2.738 1.991 -2.288
H 3.135 1.821 -4.004
H -2.899 4.591 -0.571
H -3.684 3.436 -1.649
H -3.834 5.172 -1.952
H -0.868 6.376 -1.307
H -1.713 6.853 -2.777
H -0.014 6.396 -2.853
H -2.392 3.521 -4.916
H -1.353 4.938 -5.128
H -3.020 5.138 -4.582
S -2.871 0.783 4.146
C -2.045 0.408 2.811
N -1.498 0.192 1.797
C 0.260 -1.140 5.256
C 1.618 -1.701 4.872
C 1.744 -3.165 5.305
C 2.735 -0.897 5.537
O 1.819 -1.507 3.464
P 1.118 -2.303 2.238
O 0.086 -3.286 2.639
O 0.778 -1.246 1.212
O 2.494 -3.011 1.741
C 2.577 -4.258 1.026
C 2.577 -5.401 2.047
C 3.901 -4.203 0.272
C 1.424 -4.445 0.042
H 0.066 -1.232 6.326
H -0.512 -1.671 4.702
H 0.206 -0.087 4.980
H 1.574 -3.238 6.382
H 2.744 -3.540 5.073
H 1.015 -3.771 4.775
H 2.595 -0.891 6.620
H 2.726 0.129 5.167
H 3.704 -1.341 5.303
H 3.428 -5.302 2.726
H 2.631 -6.366 1.539
H 1.656 -5.346 2.628
H 4.725 -4.046 0.972
H 3.888 -3.371 -0.433
H 4.066 -5.132 -0.278
H 0.519 -4.710 0.584
H 1.649 -5.219 -0.692
H 1.241 -3.503 -0.470
*
```

Here are the Mulliken charges for atoms 1 to 99, given in e: -1.01, -1.25, 0.69, -1.08, -1.85, 1.04, 0.35, -0.35, -0.67, 0.29, -0.14, -0.33, 0.23, -0.80, 1.03, 0.54, -0.11, 0.09, 0.38, 0.32, 0.39, -0.72, 0.02, 3.03, -1.89, -0.25, -1.18, -0.88, -0.51, 0.69, 1.19, -1.08, -1.31, -1.52, 1.97, -1.79, -0.40, -1.31, -1.27, -1.12, 1.79, 0.87, -1.36, -1.42, -0.06, 0.68, -0.77, -1.34, -0.95, 0.14, -0.03, 0.55, 0.48, 0.37, 0.39, 0.44, 0.41, 0.53, -0.02, 0.22, 0.32, 0.42, 0.24, 0.40, 0.33, 0.36, 0.38, 0.51, 0.92, 0.43, 0.25, 0.42, 0.30, 0.43, 0.31, -0.40, -0.05, 0.56, 0.33, -0.14, 0.51, 0.31, 0.42, 0.40, 0.16, 0.23, 0.43, -0.47, 0.80, -0.86, -1.51, 1.86, -1.61, -1.84, -0.11, -0.44, -1.04, 0.92, -0.28



Entry 4:
Below is a cluster of 4 separate species, C41H62ClN2O13PS in total in a non-equilibrium geometry, with properties calculated with ωB97M-V with the def2-TZVPD basis set.

Structure (SMILES): CCCCNc1cc2c(cc1P(O)(O)=S)C(=O)c1c(CCCCOC)c([C@@H](Cl)CC)c(O)c(N(C)C(C)=O)c1C2=O.CCOC(C)=O.CCOC(C)=O.CCOC(C)=O
Relative energy (zero: lowest compared OMol25 entry of this formula, charge and spin): 0.399 eV
Maximum force: 1.37 eV/Å
Highest occupied orbital energy: -8.45 eV

Geometry as ORCA input:
```
! wB97M-V def2-TZVPD RIJCOSX def2/J DEFGRID3
* xyz 0 1
C -0.007 -0.435 7.851
C -0.658 0.946 7.781
C -1.405 1.201 6.478
C -0.528 1.035 5.259
N -1.282 1.296 4.011
C -1.015 0.412 2.963
C 0.322 0.118 2.652
C 0.661 -0.753 1.633
C -0.327 -1.376 0.873
C -1.656 -1.093 1.158
C -2.020 -0.201 2.170
P -3.775 0.102 2.423
O -4.508 -0.677 1.248
O -4.174 -0.695 3.748
S -4.257 1.957 2.494
C 0.069 -2.350 -0.165
O -0.610 -3.329 -0.357
C 1.345 -2.040 -0.885
C 1.559 -2.358 -2.247
C 0.445 -2.995 -3.044
C 0.007 -2.260 -4.313
C -1.427 -2.660 -4.685
C -1.521 -4.144 -4.978
O -0.509 -4.514 -5.889
C -0.172 -5.874 -5.800
C 2.819 -2.058 -2.804
C 3.283 -2.371 -4.210
Cl 2.878 -4.054 -4.710
C 2.924 -1.282 -5.241
C 3.036 -1.757 -6.680
C 3.777 -1.406 -2.014
O 5.008 -1.062 -2.553
C 3.564 -1.069 -0.673
N 4.571 -0.398 0.093
C 5.793 -1.185 0.321
C 4.808 0.917 -0.260
C 3.739 1.697 -0.987
O 5.830 1.468 0.062
C 2.344 -1.413 -0.111
C 2.071 -1.092 1.327
O 2.905 -1.129 2.188
H 0.844 -0.462 7.171
H 0.355 -0.690 8.838
H -0.675 -1.226 7.509
H -1.342 1.036 8.619
H 0.127 1.683 7.933
H -2.233 0.488 6.448
H -1.856 2.191 6.524
H 0.318 1.715 5.352
H -0.132 0.023 5.261
H -2.265 1.199 4.241
H 1.092 0.586 3.245
H -2.432 -1.576 0.581
H -4.975 -0.051 0.673
H -4.130 -1.655 3.633
H 0.763 -4.005 -3.289
H -0.436 -3.117 -2.438
H 0.051 -1.183 -4.165
H 0.622 -2.506 -5.171
H -2.103 -2.395 -3.876
H -1.714 -2.134 -5.594
H -2.496 -4.378 -5.419
H -1.455 -4.729 -4.055
H 0.167 -6.138 -4.797
H 0.649 -6.055 -6.488
H -1.006 -6.516 -6.092
H 4.360 -2.386 -4.173
H 3.688 -0.516 -5.098
H 1.974 -0.815 -5.020
H 2.208 -2.392 -6.979
H 3.098 -0.930 -7.383
H 3.970 -2.303 -6.787
H 4.942 -0.187 -2.954
H 6.575 -0.866 -0.360
H 5.590 -2.226 0.104
H 6.166 -1.062 1.331
H 3.018 2.064 -0.260
H 3.215 1.133 -1.753
H 4.217 2.553 -1.445
C 2.579 4.798 11.908
C 2.134 3.558 12.656
O 1.224 2.767 11.888
C 1.625 1.848 10.989
C 3.076 1.801 10.569
O 0.802 1.129 10.493
H 3.130 4.546 11.002
H 3.221 5.413 12.540
H 1.712 5.387 11.610
H 2.977 2.955 12.995
H 1.575 3.843 13.545
H 3.198 2.407 9.673
H 3.325 0.770 10.330
H 3.775 2.141 11.329
C -9.920 4.140 1.761
C -8.567 3.666 2.251
O -8.096 2.536 1.514
C -7.424 2.642 0.357
C -7.375 3.971 -0.361
O -6.925 1.658 -0.118
H -9.875 4.486 0.728
H -10.282 4.961 2.381
H -10.641 3.325 1.801
H -7.823 4.462 2.252
H -8.649 3.314 3.278
H -8.182 4.004 -1.091
H -6.424 4.035 -0.883
H -7.447 4.836 0.294
C 2.126 -0.429 -12.550
C 2.556 -0.658 -11.116
O 2.468 0.534 -10.332
C 1.333 0.933 -9.725
C 0.025 0.259 -10.077
O 1.378 1.852 -8.956
H 1.078 -0.135 -12.613
H 2.263 -1.337 -13.138
H 2.717 0.371 -12.996
H 2.005 -1.472 -10.644
H 3.609 -0.935 -11.087
H -0.463 0.834 -10.862
H -0.605 0.266 -9.192
H 0.126 -0.775 -10.398
*
```

Here are the Mulliken charges for atoms 1 to 99, given in e: -1.26, -0.40, -0.76, -0.66, -0.16, -0.66, -0.22, 0.42, 0.29, -1.03, 0.50, 0.84, -0.51, -0.52, -0.34, -0.55, -0.60, 0.24, 1.11, -1.09, 0.04, -1.32, -0.64, -0.28, -0.77, -0.03, -0.58, -0.17, -0.28, -1.47, 0.50, -0.60, -1.51, 0.37, -1.06, 0.74, -1.00, -0.65, 0.74, -0.34, -0.58, 0.27, 0.39, 0.32, 0.44, 0.20, 0.34, 0.38, 0.23, 0.49, 0.13, 0.63, 0.72, 0.29, 0.36, 0.11, 1.15, 0.48, -0.26, 0.40, 0.48, 0.46, 0.42, 0.32, 0.21, 0.32, 0.87, 0.48, 0.23, 0.27, 0.40, 0.34, 0.31, 0.34, 0.41, 0.34, 0.27, 0.32, 0.31, -0.95, -0.42, -0.36, 0.70, -1.01, -0.47, 0.27, 0.35, 0.30, 0.37, 0.31, 0.26, 0.34, 0.35, -0.99, -0.39, -0.36, 0.81, -1.04, -0.55



Question: Which of these has the lowest maximum force?
Answer: C41H62ClN2O13PS



Question: maximum force of number 1 (C41H61BrO10)?
Answer: 4.27 eV/Å



Question: maximum force of number 2 (C41H62BN9O)?
Answer: 13.03 eV/Å